The following is a DFT calculation (ωB97M-V with the def2-TZVPD basis set) of a structure of composition C29H25ClFePTe.

Summary:
Gap between HOMO and LUMO (spin up / spin down) in Eh: 0.297 / 0.241
HOMO (spin up / spin down) in eV: -7.525 / -7.889
E in hartree: -3453.31121
LUMO (spin up / spin down) in Eh: 0.02023 / -0.04909

The geometry in ORCA input format:
```
! wB97M-V def2-TZVPD RIJCOSX def2/J DEFGRID3
* xyz 0 6
C -0.7953 -1.5402 3.0526
C -0.7458 -1.8597 1.6500
C 0.6490 -2.0269 1.2946
H -1.5940 -1.9002 0.9835
C 1.4259 -1.8167 2.4869
C 0.5353 -1.5413 3.5589
H 0.8017 -1.3177 4.5878
H -1.6745 -1.3138 3.6494
H 1.0259 -2.2394 0.2963
H 2.5173 -1.8141 2.5856
Fe 0.3313 0.1061 1.8846
Cl 1.9644 0.9984 0.7322
P 0.3432 0.2311 -1.5666
C 1.4180 -0.8326 -2.6131
C 0.9882 -1.4919 -3.7758
H -0.0535 -1.4509 -4.0833
C 1.9019 -2.2117 -4.5583
H 1.5483 -2.7183 -5.4576
C 3.2488 -2.2871 -4.2005
H 3.9534 -2.8445 -4.8190
C 3.6764 -1.6295 -3.0414
H 4.7287 -1.6787 -2.7541
C 2.7813 -0.9150 -2.2475
H 3.1184 -0.4122 -1.3417
C -1.2745 -0.1759 -2.3369
C -1.9064 -1.3521 -1.8667
H -1.4269 -1.9528 -1.0942
C -3.1293 -1.7394 -2.4034
H -3.6192 -2.6397 -2.0220
C -3.7381 -0.9947 -3.4216
H -4.6937 -1.3077 -3.8399
C -3.0991 0.1511 -3.9014
H -3.5530 0.7351 -4.7017
C -1.8751 0.5697 -3.3605
H -1.3990 1.4710 -3.7420
C 0.6722 1.8378 -2.3964
C 1.3503 1.9856 -3.6146
H 1.7743 1.1230 -4.1237
C 1.4844 3.2558 -4.1925
H 2.0109 3.3538 -5.1424
C 0.9559 4.3875 -3.5696
H 1.0586 5.3697 -4.0303
C 0.2889 4.2358 -2.3478
H -0.1297 5.1144 -1.8514
C 0.1502 2.9845 -1.7548
H -0.3546 2.8776 -0.7965
Te -0.5858 1.7041 3.4993
C -0.7959 0.9480 5.4757
C -2.0809 0.5349 5.9013
C -2.2441 -0.0379 7.1725
C -1.1495 -0.1749 8.0423
C 0.1170 0.2840 7.6337
C 0.2999 0.8615 6.3658
H -2.9230 0.6506 5.2266
H -3.2454 -0.3678 7.4840
H -1.2820 -0.6096 9.0358
H 0.9788 0.2003 8.3186
H 1.2694 1.2231 6.0510
*
```


The following is a DFT calculation (ωB97M-V with the def2-TZVPD basis set) of a structure of composition C25H22Br2FeN5O2S2.

Summary:
Gap between HOMO and LUMO (spin up / spin down) in Eh: 0.212 / 0.212
HOMO (spin up / spin down) in eV: -3.451 / -3.456
E in hartree: -8598.34372
ΔE to the lowest compared entry with this formula, charge and spin in kcal/mol: 0.00
LUMO (spin up / spin down) in Eh: 0.08538 / 0.08537

The geometry in ORCA input format:
```
! wB97M-V def2-TZVPD RIJCOSX def2/J DEFGRID3
* xyz -1 5
Fe 0.0532 -0.1021 0.2511
C 3.6583 -3.1405 3.3340
S 1.9147 -3.3293 3.7372
C 1.1673 -1.8490 3.0441
S 2.0323 -0.8412 1.9710
N -0.0436 -1.7679 3.4850
N -0.7992 -0.6459 3.0385
C -0.6223 0.6135 3.6606
C -0.1298 1.6721 2.9361
C 0.0180 2.9622 3.5770
C 0.5231 4.0261 2.9118
C 0.9251 3.8932 1.5592
C 0.7450 2.6614 0.9926
N 0.2296 1.5806 1.6004
H 4.0938 -4.1389 3.3383
H 4.1703 -2.5138 4.0619
H 3.7511 -2.7034 2.3408
H -0.7422 0.6583 4.7327
H -0.2867 3.0472 4.6126
H 0.6228 4.9798 3.4188
H 1.3433 4.7109 0.9925
H 1.0354 2.5100 -0.0445
Br 0.5471 -0.1711 -4.7346
C -0.6941 0.9764 -3.8783
C -1.4773 1.8311 -4.6677
C -2.3630 2.6918 -4.0892
Br -3.3867 3.8487 -5.2021
C -2.5166 2.7308 -2.6811
C -3.3693 3.6093 -1.9772
C -3.3951 3.5752 -0.6126
C -2.5957 2.6346 0.0651
N -1.8257 1.7818 -0.5586
C -1.7440 1.8387 -1.9054
C -0.7727 0.9415 -2.4898
O -0.0369 0.1848 -1.7595
H -1.3630 1.8100 -5.7425
H -3.9808 4.3106 -2.5288
H -4.0207 4.2524 -0.0468
H -2.5874 2.5956 1.1491
C 2.6603 -5.0412 -3.2022
C 2.1387 -3.9291 -2.3360
C 1.0355 -4.0979 -1.5154
C 0.5873 -3.0366 -0.7414
N 1.1716 -1.8431 -0.7554
C 2.2346 -1.6756 -1.5360
C 2.7505 -2.6800 -2.3295
H 2.0438 -5.9342 -3.1111
H 3.6825 -5.3029 -2.9239
H 2.6728 -4.7400 -4.2508
H 0.5203 -5.0489 -1.4701
H -0.2600 -3.1384 -0.0766
H 2.6847 -0.6909 -1.5249
H 3.6167 -2.4840 -2.9491
C -2.9180 -0.0389 1.9568
C -1.6020 -0.7687 1.9816
O -1.3309 -1.5639 1.0349
H -3.6585 -0.7855 2.2588
H -3.1603 0.2808 0.9461
H -2.9469 0.7936 2.6526
*
```


The following is a DFT calculation (ωB97M-V with the def2-TZVPD basis set) of the ion C5H10N3O with charge +1.

Summary:
Gap between HOMO and LUMO in Eh: 0.385
HOMO in eV: -14.540
SMILES string: CO[n+]1cc(C)n(C)n1
E in hartree: -435.63700
ΔE to the lowest compared entry with this formula, charge and spin in kcal/mol: 103.61
LUMO in Eh: -0.14925

The geometry in ORCA input format:
```
! wB97M-V def2-TZVPD RIJCOSX def2/J DEFGRID3
* xyz 1 1
C 3.4755 -0.4233 -0.3549
O 2.4604 0.4443 0.0659
N 1.1501 0.2445 -0.0225
C 0.2949 1.3136 -0.0211
C -0.9641 0.7992 -0.0098
C -2.3058 1.3140 0.1458
N -0.8187 -0.5610 -0.0162
C -1.8291 -1.5298 0.2730
N 0.4818 -0.9651 -0.0046
H 3.6773 -0.3815 -1.4739
H 3.6015 -1.4495 0.0361
H 4.3839 0.1250 0.1246
H 0.5676 2.2409 -0.2698
H -2.7767 0.8898 -0.8190
H -2.8105 0.9024 1.0253
H -2.2525 2.3274 0.0887
H -1.4224 -2.4050 0.7471
H -2.4715 -1.1256 1.1075
H -2.4416 -1.7603 -0.6221
*
```